[1]
ORCA calculation (the ωB97M-V functional and the def2-TZVPD basis) on a molecular structure, C41H36ClI2MgN3O3P2Te.

The geometry in ORCA input format:
```
! RIJCOSX wB97M-V def2-TZVPD def2/J DEFGRID3
* xyz -2 1
Mg 0.80 0.13 -0.08
N 2.53 -0.20 -1.45
C 3.18 -1.43 -0.94
C 3.10 -1.50 0.59
O 4.10 -1.85 1.24
N 1.90 -1.15 1.05
C 1.75 -0.87 2.45
C 1.12 0.52 2.67
O 0.86 0.88 3.81
O 0.87 1.21 1.60
H 3.15 0.59 -1.32
H 2.35 -0.30 -2.45
H 2.66 -2.28 -1.38
H 4.23 -1.49 -1.24
H 1.11 -1.60 2.96
H 2.71 -0.88 2.97
Te -1.07 5.07 0.11
C -2.44 6.00 -1.27
C -2.02 6.53 -2.48
C -2.96 7.03 -3.37
N -4.27 7.05 -3.14
C -4.67 6.55 -1.97
C -3.81 6.03 -1.01
C -1.21 3.12 -0.46
P -2.15 1.88 0.38
C -2.74 2.65 1.94
C -1.87 2.61 3.03
C -2.22 3.21 4.23
C -3.44 3.86 4.36
C -4.31 3.90 3.28
C -3.96 3.30 2.08
C -3.76 1.76 -0.52
C -4.09 2.60 -1.59
C -5.27 2.43 -2.29
C -6.15 1.41 -1.95
C -5.83 0.56 -0.90
C -4.65 0.73 -0.20
P -0.10 2.25 -1.51
C 1.38 3.21 -1.95
C 2.13 3.78 -0.92
C 3.34 4.40 -1.18
C 3.83 4.46 -2.48
C 3.11 3.86 -3.51
C 1.90 3.23 -3.24
C -1.02 2.16 -3.10
C -1.25 3.31 -3.86
C -2.12 3.30 -4.93
C -2.77 2.12 -5.28
C -2.55 0.97 -4.54
C -1.68 0.99 -3.45
H -0.97 6.55 -2.74
H -2.64 7.43 -4.33
H -5.74 6.56 -1.78
H -4.20 5.63 -0.09
H -0.91 2.10 2.95
H -1.53 3.16 5.06
H -3.71 4.34 5.29
H -5.27 4.41 3.37
H -4.65 3.34 1.24
H -3.38 3.37 -1.86
H -5.50 3.10 -3.12
H -7.06 1.27 -2.51
H -6.51 -0.25 -0.63
H -4.41 0.06 0.62
H 1.77 3.70 0.10
H 3.90 4.85 -0.37
H 4.77 4.95 -2.69
H 3.50 3.86 -4.52
H 1.37 2.74 -4.05
H -0.76 4.24 -3.58
H -2.30 4.21 -5.50
H -3.44 2.10 -6.13
H -3.04 0.04 -4.80
H -1.53 0.09 -2.87
I -0.53 -2.25 -1.52
I 1.43 -2.29 -4.36
Cl -1.96 -2.66 3.24
C -2.79 -3.50 1.96
C -3.63 -4.55 2.31
C -4.32 -5.23 1.33
C -4.17 -4.86 0.00
C -3.33 -3.82 -0.34
C -2.62 -3.11 0.63
C -1.76 -1.94 0.26
H -3.73 -4.81 3.35
H -4.98 -6.05 1.60
H -4.71 -5.39 -0.78
H -3.20 -3.54 -1.37
H -1.08 -1.68 1.06
H -2.37 -1.07 0.02
*
```

Properties
ΔE to the lowest compared entry with this formula, charge and spin in kcal per mole: 0.0
Gap between HOMO and LUMO in eV: 6.356
HOMO in eV: -2.6
Calculated total energy in eV: -113760.6182
LUMO in eV: 3.7
Maximum force in eV/Å: 0.7

Mulliken atomic charge list, values in e, 2 entries: number 1, Mg, carries 2.44; number 2, N, carries -0.51


[2]
ORCA calculation (the ωB97M-V functional and the def2-TZVPD basis) on a molecular structure, C41H36F2LaN3O4S5Sb in a non-equilibrium geometry.

The geometry in ORCA input format:
```
! RIJCOSX wB97M-V def2-TZVPD def2/J DEFGRID3
* xyz -2 2
La 0.13 -0.67 -0.85
C -0.47 2.56 -3.32
O 0.47 1.56 -2.96
C 1.55 1.38 -3.77
C 1.57 1.73 -5.11
C 2.72 1.47 -5.86
C 3.82 0.87 -5.27
C 3.79 0.54 -3.92
C 2.66 0.79 -3.17
N 2.53 0.50 -1.76
N 3.65 0.38 -1.20
C 3.69 0.35 0.18
C 2.63 0.85 0.99
O 1.46 1.12 0.60
C 2.96 1.08 2.39
C 4.12 0.68 2.94
C 5.14 0.05 2.15
C 6.32 -0.44 2.73
C 7.29 -1.04 1.97
C 7.09 -1.17 0.59
C 5.94 -0.71 0.00
C 4.93 -0.08 0.76
H 0.06 3.49 -3.58
H -1.09 2.23 -4.16
H -1.09 2.71 -2.45
H 0.70 2.17 -5.57
H 2.73 1.72 -6.91
H 4.70 0.66 -5.86
H 4.64 0.08 -3.44
H 2.18 1.54 2.99
H 4.31 0.81 4.00
H 6.45 -0.34 3.80
H 8.19 -1.43 2.43
H 7.83 -1.66 -0.03
H 5.77 -0.84 -1.06
S -2.23 -2.46 -5.66
Sb -1.07 -1.16 -4.19
S -2.39 -0.26 -2.47
S 0.86 -2.12 -3.27
O -1.47 1.97 -0.14
S -2.12 3.11 0.58
C -3.29 2.33 1.70
C -2.55 1.70 2.88
C -3.37 0.57 3.52
C -2.56 -0.66 3.90
S -1.96 -1.64 2.51
O -1.30 -0.66 1.59
C -3.55 -2.06 1.82
C -4.40 -2.91 2.52
C -5.61 -3.27 1.94
C -5.93 -2.82 0.67
C -5.06 -2.00 -0.03
C -3.86 -1.60 0.56
C -3.32 3.82 -0.53
C -3.88 5.06 -0.25
C -4.81 5.60 -1.12
C -5.17 4.90 -2.27
C -4.59 3.66 -2.54
C -3.66 3.11 -1.67
H -3.78 1.57 1.09
H -4.03 3.08 2.00
H -2.30 2.46 3.62
H -1.61 1.30 2.50
H -4.16 0.26 2.84
H -3.87 0.94 4.42
H -3.15 -1.36 4.49
H -1.66 -0.41 4.47
H -4.12 -3.30 3.49
H -6.28 -3.94 2.47
H -6.86 -3.13 0.20
H -5.27 -1.69 -1.04
H -3.16 -1.00 0.00
H -3.57 5.61 0.63
H -5.25 6.57 -0.92
H -5.89 5.32 -2.96
H -4.86 3.12 -3.44
H -3.20 2.15 -1.89
N 4.87 -5.24 3.82
C 4.23 -4.57 3.14
C 3.42 -3.73 2.29
C 2.46 -2.89 2.86
C 1.70 -2.07 2.03
C 1.81 -2.06 0.63
C 2.78 -2.94 0.12
C 3.58 -3.75 0.91
H 2.33 -2.87 3.94
H 0.99 -1.40 2.51
H 2.92 -3.01 -0.96
H 4.32 -4.40 0.47
F 0.00 -4.02 -0.57
C -1.00 -3.02 -0.41
F -1.89 -3.33 -1.49
H -1.57 -3.44 0.45
*
```

Properties
ΔE to the lowest compared entry with this formula, charge and spin in kcal per mole: 18.1
Gap between HOMO and LUMO (alpha / beta) in eV: 4.680 / 5.520
HOMO (alpha / beta) in eV: -1.4 / -2.3
Calculated total energy in eV: -122771.8007
LUMO (alpha / beta) in eV: 3.3 / 3.3
Maximum force in eV/Å: 1.4

Mulliken atomic charge list, values in e, 2 entries: number 1, La, carries 1.33; number 2, C, carries -0.75